(1)
ORCA calculation (ωB97M-V/def2-TZVPD) on 16 unconnected molecules or ions with the total composition C61H163N12O20.

Structure (XYZ):
```
256
Properties=species:S:1:pos:R:3:lowdin_spin:R:1
C -26.086 -4.237 14.525 0.017
C -27.119 -5.365 14.176 0.023
C -26.382 -6.575 13.451 0.001
C -25.514 -7.400 14.376 0.000
C -26.362 -7.988 15.481 0.000
C -27.168 -6.933 16.312 0.021
N -27.824 -5.996 15.309 0.346
O -28.710 -5.049 15.925 0.556
C -26.175 -6.241 17.350 0.015
C -28.250 -7.701 17.095 0.002
C -28.071 -4.832 13.118 0.003
H -25.458 -3.873 13.712 0.001
H -25.315 -4.775 15.077 0.000
H -26.576 -3.460 15.112 0.002
H -25.779 -6.182 12.632 0.000
H -27.144 -7.200 12.985 0.001
H -24.649 -6.803 14.665 0.000
H -25.094 -8.241 13.825 0.000
H -25.773 -8.643 16.122 0.000
H -27.106 -8.650 15.037 0.000
H -26.589 -5.325 17.772 0.001
H -25.264 -5.983 16.810 0.000
H -25.831 -6.830 18.200 0.002
H -27.822 -8.617 17.501 0.000
H -29.028 -8.028 16.405 0.000
H -28.707 -7.098 17.880 0.000
H -28.681 -5.644 12.721 0.000
H -27.562 -4.362 12.276 0.000
H -28.773 -4.124 13.557 -0.001
C -20.611 -3.854 12.903 0.000
C -22.071 -4.160 13.311 0.000
C -22.797 -4.721 12.053 0.000
O -22.846 -3.842 10.948 0.000
C -24.094 -3.194 10.720 0.000
N -21.999 -5.125 14.403 0.000
H -20.070 -4.780 12.705 0.000
H -20.083 -3.374 13.728 0.000
H -20.562 -3.308 11.961 0.000
H -22.610 -3.257 13.599 0.000
H -23.747 -5.195 12.301 0.000
H -22.225 -5.566 11.670 0.000
H -24.056 -2.689 9.754 0.000
H -24.251 -2.498 11.544 0.000
H -24.916 -3.909 10.703 0.000
H -22.923 -5.511 14.538 0.000
H -21.530 -5.935 14.023 0.000
C -23.932 -3.713 23.224 0.000
C -23.977 -3.809 21.715 0.000
C -25.090 -4.640 21.115 0.000
O -25.052 -5.938 21.646 0.000
C -26.257 -6.713 21.372 0.000
N -23.981 -2.501 21.151 0.000
H -23.913 -4.726 23.626 0.000
H -24.839 -3.185 23.519 0.000
H -23.087 -3.101 23.540 0.000
H -23.085 -4.385 21.471 0.000
H -25.073 -4.598 20.026 0.000
H -26.012 -4.117 21.371 0.000
H -27.143 -6.326 21.876 0.000
H -26.081 -7.731 21.720 0.000
H -26.362 -6.720 20.287 0.000
H -23.299 -1.893 21.582 0.000
H -23.726 -2.579 20.177 0.000
C -22.619 -9.594 13.061 0.000
C -21.877 -8.628 12.118 0.000
C -20.416 -8.327 12.501 0.000
O -20.271 -7.497 13.608 0.000
C -18.958 -7.102 14.131 0.000
N -21.805 -9.167 10.728 0.000
H -22.447 -9.309 14.099 0.000
H -22.484 -10.674 13.013 0.000
H -23.640 -9.394 12.738 0.000
H -22.456 -7.709 12.027 0.000
H -19.983 -7.738 11.692 0.000
H -19.833 -9.242 12.608 0.000
H -18.401 -7.814 14.739 0.000
H -19.244 -6.316 14.829 0.000
H -18.429 -6.562 13.346 0.000
H -22.739 -9.348 10.389 0.000
H -21.491 -8.426 10.118 0.000
C -27.482 -1.577 10.175 0.000
C -27.894 -0.427 11.054 0.000
C -26.635 0.430 11.410 0.000
O -26.877 1.365 12.511 0.000
C -27.367 2.650 12.072 0.000
N -28.923 0.352 10.318 0.000
H -28.349 -2.009 9.676 0.000
H -26.937 -2.434 10.571 0.000
H -27.018 -1.305 9.227 0.000
H -28.353 -0.860 11.943 0.000
H -26.207 0.990 10.578 0.000
H -25.830 -0.191 11.804 0.000
H -27.838 2.654 11.089 0.000
H -26.570 3.386 11.962 0.000
H -28.109 3.060 12.758 0.000
H -28.560 1.251 10.032 0.000
H -29.048 -0.017 9.386 0.000
C -24.641 -1.715 16.951 0.000
C -23.418 -1.054 17.592 0.000
C -23.904 -0.014 18.656 0.000
O -24.433 1.196 18.057 0.000
C -24.852 2.131 19.026 0.000
N -22.655 -2.071 18.215 0.000
H -25.240 -0.892 16.564 0.000
H -25.159 -2.117 17.821 0.000
H -24.490 -2.537 16.251 0.000
H -22.821 -0.446 16.912 0.000
H -22.998 0.245 19.205 0.000
H -24.566 -0.472 19.391 0.000
H -25.632 2.746 18.576 0.000
H -24.093 2.872 19.278 0.000
H -25.375 1.728 19.893 0.000
H -21.795 -1.669 18.560 0.000
H -22.371 -2.730 17.505 0.000
C -27.365 -11.378 23.330 0.000
C -27.434 -9.939 23.904 0.000
C -28.562 -9.165 23.173 0.000
O -28.207 -9.027 21.791 0.000
C -29.178 -8.512 20.926 0.000
N -27.756 -10.002 25.341 0.000
H -28.313 -11.916 23.318 0.000
H -26.640 -12.047 23.792 0.000
H -27.136 -11.239 22.273 0.000
H -26.529 -9.343 23.787 0.000
H -28.745 -8.183 23.609 0.000
H -29.498 -9.720 23.114 0.000
H -28.717 -8.444 19.941 0.000
H -29.526 -7.542 21.281 0.000
H -29.937 -9.282 20.788 0.000
H -27.892 -9.044 25.630 0.000
H -28.658 -10.427 25.505 0.000
C -31.865 -6.745 7.168 0.000
C -30.993 -7.351 8.276 0.000
C -30.804 -6.288 9.401 0.000
O -30.022 -5.295 8.958 0.000
C -28.638 -5.471 8.977 0.000
N -31.768 -8.407 8.835 0.000
H -32.772 -6.359 7.634 0.000
H -32.089 -7.568 6.488 0.000
H -31.360 -5.992 6.562 0.000
H -29.999 -7.690 7.983 0.000
H -30.304 -6.663 10.294 0.000
H -31.765 -5.881 9.715 0.000
H -28.249 -5.871 9.913 0.000
H -28.155 -4.498 8.888 0.000
H -28.254 -6.003 8.107 0.000
H -31.086 -8.906 9.388 0.000
H -31.901 -9.104 8.117 0.000
C -24.901 -6.980 9.854 0.000
C -25.250 -8.347 10.292 0.000
C -26.750 -8.786 10.116 0.000
O -27.092 -10.109 10.586 0.000
C -26.763 -10.470 11.965 0.000
N -24.434 -9.218 9.558 0.000
H -25.016 -6.707 8.805 0.000
H -23.852 -6.949 10.149 0.000
H -25.453 -6.290 10.491 0.000
H -24.975 -8.413 11.344 0.000
H -27.075 -8.745 9.077 0.000
H -27.370 -8.137 10.735 0.000
H -27.053 -11.502 12.166 0.000
H -27.170 -9.855 12.767 0.000
H -25.679 -10.413 12.068 0.000
H -24.302 -9.014 8.577 0.000
H -25.021 -10.038 9.503 0.000
C -27.867 -11.579 19.158 0.000
C -28.230 -12.822 18.231 0.000
C -28.451 -12.323 16.786 0.000
O -29.805 -11.801 16.612 0.000
C -29.952 -11.089 15.402 0.000
N -27.050 -13.651 18.235 0.000
H -27.960 -11.751 20.230 0.000
H -28.584 -10.773 19.000 0.000
H -26.890 -11.148 18.941 0.000
H -29.127 -13.328 18.588 0.000
H -28.413 -13.177 16.111 0.000
H -27.674 -11.622 16.480 0.000
H -29.518 -11.662 14.583 0.000
H -29.493 -10.100 15.413 0.000
H -31.012 -10.936 15.201 0.000
H -26.618 -13.374 19.105 0.000
H -26.334 -13.214 17.674 0.000
C -19.919 -9.705 16.441 0.000
C -21.332 -9.763 16.980 0.000
C -21.998 -8.397 16.868 0.000
O -21.453 -7.529 17.839 0.000
C -22.210 -6.341 18.063 0.000
N -22.047 -10.778 16.274 0.000
H -19.350 -10.620 16.606 0.000
H -19.391 -8.938 17.007 0.000
H -19.881 -9.424 15.388 0.000
H -21.260 -10.093 18.016 0.000
H -23.058 -8.648 16.907 0.000
H -21.793 -7.920 15.910 0.000
H -21.740 -5.824 18.900 0.000
H -23.265 -6.604 18.135 0.000
H -22.106 -5.737 17.161 0.000
H -21.659 -11.706 16.369 0.000
H -21.979 -10.513 15.302 0.000
C -29.292 -4.437 20.169 0.000
C -29.673 -3.281 19.329 0.000
C -28.470 -2.386 19.027 0.000
O -28.881 -1.049 18.650 0.000
C -27.771 -0.096 18.686 0.000
N -30.283 -3.647 18.138 0.000
H -28.843 -4.197 21.133 0.000
H -28.509 -4.999 19.659 0.000
H -30.188 -5.018 20.389 0.000
H -30.406 -2.771 19.953 0.000
H -27.800 -2.965 18.391 0.000
H -27.852 -2.276 19.918 0.000
H -27.394 -0.051 19.707 0.000
H -28.057 0.908 18.373 0.000
H -26.988 -0.428 18.003 0.000
H -30.949 -4.282 18.554 0.000
H -29.654 -4.142 17.523 0.000
C -31.780 -3.244 11.986 0.000
C -31.471 -2.181 10.944 0.000
O -31.319 -0.915 11.569 0.000
O -33.172 -3.245 12.218 0.000
H -31.354 -3.131 12.983 0.000
H -31.428 -4.207 11.616 0.000
H -32.141 -2.134 10.085 0.000
H -30.528 -2.485 10.490 0.000
H -30.668 -0.395 11.093 0.000
H -33.511 -4.143 12.216 0.000
C -30.822 -7.174 13.916 0.002
C -31.969 -7.813 13.020 0.001
O -33.165 -8.073 13.717 0.000
O -30.900 -5.738 14.143 0.003
H -29.852 -7.344 13.450 0.001
H -30.638 -7.594 14.905 0.000
H -31.573 -8.761 12.656 0.000
H -32.178 -7.121 12.205 0.000
H -33.020 -8.338 14.629 0.000
H -30.001 -5.508 14.390 0.000
C -29.215 0.220 14.701 0.000
C -28.421 -1.118 15.000 0.000
O -29.221 -2.065 15.732 0.002
O -29.650 0.788 15.998 0.000
H -30.032 0.079 13.994 0.000
H -28.576 0.949 14.202 0.000
H -27.455 -0.964 15.480 0.000
H -28.113 -1.510 14.031 0.000
H -28.833 -2.934 15.609 0.000
H -29.309 1.684 16.035 0.000
C -32.016 -7.332 17.930 0.000
C -32.992 -7.981 16.901 0.000
O -32.314 -9.033 16.223 0.000
O -31.418 -6.188 17.283 0.000
H -31.293 -8.037 18.340 0.000
H -32.654 -7.081 18.778 0.000
H -33.431 -7.294 16.177 0.000
H -33.791 -8.548 17.379 0.000
H -32.257 -9.782 16.822 0.000
H -30.691 -6.589 16.801 0.000
```

As for the HOMO energy (spin up / spin down): -8.0 / -8.0 eV. The charge is 0. Its spin multiplicity is 2. The energy comes out at -124716.4906 eV. Its expectation value of S² is 0.755.


(2)
ORCA calculation (ωB97M-V/def2-TZVPD) on a molecular structure, C61H35FeI4N5O4.

Structure (XYZ):
```
110
Properties=species:S:1:pos:R:3:lowdin_charge:R:1
Fe -0.015 0.442 0.056 0.413
I -4.717 -5.946 4.860 0.765
C -3.834 -4.208 4.051 -0.732
C -3.388 -3.210 4.899 -0.163
C -2.818 -2.065 4.371 -0.019
C -2.682 -1.881 2.988 -0.141
C -3.136 -2.928 2.164 -0.021
C -3.708 -4.078 2.678 -0.151
C -2.035 -0.740 2.331 -0.049
C -0.825 -0.175 2.800 -0.217
C -0.427 0.007 4.165 -0.004
C 0.707 0.753 4.151 -0.004
C 1.070 0.919 2.773 -0.199
C 2.275 1.428 2.270 -0.037
C 3.210 2.180 3.123 -0.160
C 3.686 3.413 2.656 -0.016
C 4.566 4.180 3.398 -0.152
C 4.980 3.721 4.637 -0.728
I 6.331 4.877 5.782 0.759
C 4.538 2.507 5.131 -0.162
C 3.667 1.743 4.370 -0.029
C 2.698 1.164 0.950 -0.209
N 1.908 0.624 -0.002 0.076
C 2.710 0.255 -1.037 -0.203
C 2.234 -0.234 -2.261 -0.059
C 3.212 -0.757 -3.246 -0.186
C 4.142 0.081 -3.861 -0.029
C 5.061 -0.415 -4.773 -0.159
C 5.050 -1.767 -5.068 -0.726
I 6.453 -2.527 -6.456 0.767
C 4.140 -2.625 -4.477 -0.152
C 3.222 -2.112 -3.572 -0.008
C 0.897 -0.136 -2.670 -0.237
C 0.451 -0.203 -4.038 -0.013
C -0.834 0.245 -4.050 -0.009
C -1.184 0.519 -2.682 -0.218
N -0.118 0.295 -1.879 0.052
C -2.474 0.791 -2.198 -0.059
C -2.833 0.576 -0.869 -0.202
C -4.162 0.276 -0.404 -0.009
C -4.016 -0.317 0.810 -0.021
C -2.608 -0.292 1.117 -0.242
N -1.927 0.296 0.111 0.071
C -3.528 1.075 -3.206 -0.194
C -4.367 0.070 -3.683 -0.026
C -5.308 0.331 -4.669 -0.158
C -5.407 1.615 -5.176 -0.729
I -6.817 2.021 -6.697 0.769
C -4.599 2.637 -4.711 -0.156
C -3.659 2.359 -3.728 -0.005
C 4.082 0.545 -0.710 -0.011
C 4.069 1.154 0.504 -0.008
N 0.088 0.406 1.980 0.069
H -3.486 -3.322 5.971 0.086
H -2.499 -1.291 5.052 0.089
H -2.988 -2.843 1.095 0.125
H -4.030 -4.869 2.016 0.092
H -0.959 -0.310 5.046 0.078
H 1.223 1.136 5.014 0.093
H 3.333 3.779 1.699 0.127
H 4.913 5.132 3.019 0.090
H 4.868 2.151 6.098 0.086
H 3.383 0.762 4.725 0.115
H 4.127 1.139 -3.629 0.126
H 5.769 0.250 -5.249 0.087
H 4.144 -3.682 -4.707 0.090
H 2.511 -2.776 -3.095 0.122
H 1.046 -0.524 -4.880 0.100
H -1.489 0.346 -4.902 0.100
H -5.075 0.455 -0.951 0.100
H -4.792 -0.699 1.456 0.105
H -4.267 -0.932 -3.283 0.128
H -5.946 -0.459 -5.042 0.087
H -4.695 3.638 -5.109 0.087
H -3.012 3.145 -3.358 0.128
H 4.943 0.328 -1.321 0.095
H 4.924 1.515 1.053 0.102
C -1.019 5.304 2.952 -0.125
C -1.556 4.001 2.967 -0.102
C -1.274 3.125 1.954 -0.035
C -0.409 3.458 0.878 -0.150
C -0.018 2.499 -0.128 -0.070
C 0.625 3.047 -1.228 -0.112
C 0.976 4.408 -1.342 -0.112
C 0.725 5.280 -0.320 -0.096
C 0.026 4.821 0.817 -0.195
C -0.272 5.708 1.883 -0.076
H -1.224 5.992 3.766 0.083
H -2.191 3.690 3.789 0.089
H -1.728 2.148 1.949 0.091
H 0.930 2.411 -2.051 0.081
H 1.487 4.750 -2.238 0.085
H 1.030 6.321 -0.374 0.089
H 0.099 6.728 1.828 0.094
O 1.079 -2.467 1.802 0.030
C 0.462 -2.524 0.736 -0.591
O 0.080 -1.591 -0.037 -0.054
C 0.102 -3.902 0.204 -0.098
C -0.146 -4.086 -1.155 0.000
C -0.391 -5.346 -1.661 0.003
C -0.412 -6.440 -0.795 -0.173
C -0.213 -6.260 0.574 0.000
C 0.050 -4.997 1.062 -0.007
N -0.624 -7.759 -1.320 -0.370
O -0.809 -7.895 -2.517 0.047
O -0.619 -8.705 -0.551 0.046
H -0.138 -3.213 -1.796 0.116
H -0.566 -5.509 -2.714 0.111
H -0.260 -7.120 1.227 0.111
H 0.230 -4.832 2.117 0.119
```

Its energy above the lowest of the compared OMol25 structures with the same formula, charge and spin is 28.0 kJ/mol. As for the HOMO energy (spin up / spin down): -1.8 / -1.8 eV. The charge is -2. The energy comes out at -146257.1676 eV.


(3)
ORCA calculation (ωB97M-V/def2-TZVPD) on a molecular structure, C61H39BrCl6IN3O3S2Zr.

Structure (XYZ):
```
117
Properties=species:S:1:pos:R:3:lowdin_charge:R:1
Zr 1.387 1.664 0.502 1.774
C -7.516 0.289 0.641 -0.029
C -6.088 0.600 0.316 -0.243
C -5.049 -0.126 0.902 -0.012
C -3.727 0.148 0.612 -0.080
C -3.433 1.180 -0.274 -0.363
C -4.446 1.938 -0.845 -0.059
C -5.766 1.635 -0.556 -0.013
S -1.797 1.596 -0.795 1.130
O -0.861 1.178 0.350 -0.644
C -1.363 0.482 -2.108 -0.310
C -1.257 1.123 -3.362 -0.069
C -0.791 0.428 -4.439 -0.001
C -0.313 -0.893 -4.280 -0.158
C 0.273 -1.587 -5.367 -0.019
C 0.762 -2.849 -5.201 -0.046
C 0.671 -3.484 -3.942 -0.042
C 0.086 -2.850 -2.885 0.002
C -0.410 -1.526 -3.019 -0.113
C -1.022 -0.840 -1.927 -0.131
C -1.547 -1.708 -0.829 -0.127
C -2.815 -2.313 -1.163 -0.095
C -3.539 -1.967 -2.338 0.008
C -4.764 -2.510 -2.593 -0.038
C -5.346 -3.442 -1.708 -0.045
C -4.677 -3.802 -0.577 -0.015
C -3.410 -3.243 -0.281 -0.153
C -2.732 -3.601 0.907 0.010
C -1.539 -3.032 1.220 -0.063
C -0.950 -2.080 0.350 -0.296
S 0.342 -1.218 1.224 1.092
O 1.287 -0.482 0.234 -0.650
C 1.385 -2.500 1.847 -0.411
C 1.320 -2.800 3.199 -0.080
C 2.188 -3.746 3.715 -0.010
C 3.127 -4.379 2.904 -0.246
C 4.081 -5.376 3.488 -0.028
C 3.167 -4.058 1.546 -0.009
C 2.297 -3.127 1.007 -0.043
H -7.617 -0.713 1.053 0.083
H -8.144 0.366 -0.246 0.090
H -7.903 0.995 1.378 0.097
H -5.289 -0.930 1.587 0.123
H -2.941 -0.424 1.079 0.090
H -4.210 2.759 -1.510 0.117
H -6.556 2.219 -1.011 0.127
H -1.535 2.165 -3.454 0.120
H -0.731 0.899 -5.412 0.132
H 0.329 -1.095 -6.328 0.124
H 1.211 -3.373 -6.033 0.116
H 1.055 -4.487 -3.824 0.114
H 0.000 -3.360 -1.935 0.118
H -3.134 -1.258 -3.044 0.116
H -5.297 -2.228 -3.490 0.116
H -6.312 -3.868 -1.931 0.116
H -5.098 -4.517 0.116 0.122
H -3.177 -4.330 1.572 0.130
H -1.041 -3.309 2.142 0.108
H 0.613 -2.294 3.842 0.097
H 2.146 -3.991 4.768 0.128
H 3.542 -6.184 3.983 0.094
H 4.719 -4.903 4.234 0.093
H 4.718 -5.811 2.721 0.083
H 3.890 -4.547 0.907 0.123
H 2.341 -2.878 -0.045 0.114
Cl 1.604 3.785 -6.298 0.748
C 1.327 3.647 -4.598 -0.596
C 0.699 4.657 -3.925 -0.141
C 0.472 4.578 -2.523 -0.654
I -0.447 6.144 -1.542 0.987
C 0.872 3.462 -1.845 -0.429
O 0.769 3.270 -0.527 -0.317
C 1.469 2.393 -2.549 -0.236
N 1.763 1.311 -1.785 0.004
C 2.368 0.289 -2.360 -0.104
C 2.743 0.296 -3.713 -0.015
C 2.436 1.379 -4.494 0.003
C 1.754 2.468 -3.920 -0.198
H 0.382 5.540 -4.462 0.103
H 2.580 -0.563 -1.726 0.119
H 3.256 -0.563 -4.120 0.125
H 2.708 1.408 -5.540 0.112
Br -3.035 -2.075 5.836 0.792
C -2.016 -0.773 4.933 -0.689
C -2.578 -0.094 3.856 -0.101
C -1.827 0.841 3.168 -0.030
C -0.519 1.088 3.557 -0.307
C 0.031 0.441 4.655 -0.046
C -0.725 -0.495 5.351 -0.120
N 0.292 2.006 2.814 0.002
C 0.631 3.061 3.443 -0.045
C 1.583 4.006 2.860 -0.238
C 1.837 5.229 3.458 0.025
C 2.750 6.085 2.856 -0.006
C 3.365 5.677 1.687 0.005
C 3.054 4.431 1.155 -0.086
N 2.189 3.601 1.735 0.003
H -3.600 -0.290 3.564 0.100
H -2.248 1.384 2.338 0.099
H 1.049 0.647 4.962 0.107
H -0.307 -1.002 6.209 0.115
H 0.241 3.278 4.438 0.157
H 1.323 5.503 4.369 0.129
H 2.974 7.048 3.292 0.127
H 4.081 6.304 1.176 0.126
H 3.510 4.090 0.236 0.071
Cl 2.887 0.506 2.730 0.765
C 4.106 0.690 1.461 -0.640
C 3.727 1.456 0.372 -0.304
C 4.753 1.704 -0.528 -0.666
Cl 4.472 2.816 -1.840 0.786
C 6.026 1.151 -0.409 -0.696
Cl 7.244 1.473 -1.571 0.726
C 6.318 0.312 0.675 -0.696
Cl 7.857 -0.416 0.827 0.737
C 5.344 0.088 1.651 -0.703
Cl 5.661 -0.898 3.016 0.723
```

Its energy above the lowest of the compared OMol25 structures with the same formula, charge and spin is 0.0 kJ/mol. As for the HOMO energy: -12.6 eV. The charge is +2. The energy comes out at -250724.7566 eV.